1.
{
  "formula": "CH3BrI2Si",
  "method": "ωB97M-V/def2-TZVPD",
  "fmax_ev_per_a": 4.92,
  "e_lumo_ev": -0.83,
  "smiles": "C[Si](Br)(I)I",
  "homo_energy_ev": -9.87,
  "symbols": ["C", "Si", "Br", "I", "I", "H", "H", "H"],
  "xyz": [[-1.313, 0.014, 0.194], [0.959, 0.032, -0.172], [1.413, 0.019, -2.443], [1.952, 2.061, 0.760], [1.992, -2.061, 0.824], [-1.708, -0.836, -0.514], [-1.518, -0.140, 1.289], [-1.777, 0.910, 0.061]],
  "forces_ev_per_a": [[2.913, -3.960, 0.050], [-2.476, -0.446, -0.115], [-0.348, -0.037, 1.340], [-0.129, -0.366, -0.093], [-0.533, 1.045, -0.467], [0.735, 1.707, 1.615], [0.663, -0.698, -0.997], [-0.824, 2.756, -1.333]]
}

=====

2.
{
  "formula": "C3H9BOS",
  "method": "ωB97M-V/def2-TZVPD",
  "fmax_ev_per_a": 1.91,
  "e_lumo_ev": -0.42,
  "homo_energy_ev": -7.50,
  "symbols": ["B", "C", "C", "C", "O", "S", "H", "H", "H", "H", "H", "H", "H", "H", "H"],
  "xyz": [[1.624, -1.421, 0.086], [-1.685, 0.675, -0.076], [0.198, -0.929, 0.446], [-0.317, 0.164, -0.511], [2.256, -2.487, -0.207], [3.642, 1.169, -0.027], [-2.085, 1.361, -0.819], [-1.608, 1.204, 0.871], [-2.388, -0.148, 0.042], [0.188, -0.515, 1.457], [-0.505, -1.769, 0.439], [-0.375, -0.242, -1.521], [0.397, 0.985, -0.523], [3.184, -2.578, -0.422], [3.324, 1.605, 1.184]],
  "forces_ev_per_a": [[-0.264, 1.829, 0.471], [0.183, -0.102, -0.175], [0.319, 0.369, -0.222], [-0.043, 0.030, 0.084], [0.165, -0.771, -0.188], [-0.941, -1.560, -0.428], [-0.054, 0.055, 0.012], [-0.047, 0.052, 0.136], [-0.133, -0.044, 0.023], [0.216, -0.080, 0.077], [0.212, -0.194, -0.005], [0.020, 0.029, -0.096], [0.129, 0.016, -0.098], [0.391, 0.307, -0.018], [-0.153, 0.062, 0.426]]
}

=====

3.
{
  "formula": "C24H20ClNOsP",
  "method": "ωB97M-V/def2-TZVPD",
  "fmax_ev_per_a": 7.18,
  "e_lumo_ev": [-3.95, -6.88],
  "multiplicity": 5,
  "charge": 1,
  "homo_energy_ev": [-10.10, -12.47],
  "symbols": ["C", "C", "C", "H", "C", "C", "H", "H", "H", "H", "Os", "Cl", "P", "C", "C", "H", "C", "H", "C", "H", "C", "H", "C", "H", "C", "C", "H", "C", "H", "C", "H", "C", "H", "C", "H", "C", "C", "H", "C", "H", "C", "H", "C", "H", "C", "H", "N", "C"],
  "xyz": [[1.711, -0.049, -0.634], [1.462, 1.216, -1.162], [1.121, 2.117, -0.088], [1.603, 1.457, -2.186], [1.078, 1.315, 1.138], [1.558, 0.004, 0.801], [1.687, -0.840, 1.493], [2.024, -0.885, -1.244], [0.999, 3.194, -0.056], [0.849, 1.637, 2.165], [-0.385, 0.716, -0.278], [-2.141, 1.061, 1.234], [-1.608, 2.391, -1.367], [-1.404, 4.128, -0.797], [-1.297, 5.211, -1.681], [-1.177, 5.029, -2.746], [-1.372, 6.525, -1.212], [-1.302, 7.333, -1.932], [-1.547, 6.794, 0.145], [-1.625, 7.828, 0.493], [-1.664, 5.715, 1.025], [-1.826, 5.922, 2.079], [-1.583, 4.395, 0.570], [-1.681, 3.561, 1.266], [-1.177, 2.691, -3.134], [0.168, 2.930, -3.464], [0.922, 3.024, -2.678], [0.565, 3.071, -4.793], [1.624, 3.071, -5.044], [-0.393, 3.249, -5.793], [-0.098, 3.444, -6.828], [-1.738, 3.238, -5.423], [-2.512, 3.450, -6.149], [-2.139, 2.932, -4.119], [-3.189, 2.894, -3.843], [-3.423, 2.400, -1.508], [-4.179, 3.575, -1.492], [-3.699, 4.522, -1.250], [-5.540, 3.525, -1.789], [-6.094, 4.455, -1.788], [-6.156, 2.312, -2.087], [-7.215, 2.293, -2.350], [-5.391, 1.143, -2.077], [-5.871, 0.204, -2.325], [-4.032, 1.162, -1.762], [-3.438, 0.244, -1.700], [-0.633, -2.451, 0.753], [-0.741, -1.359, 0.324]],
  "forces_ev_per_a": [[2.746, -1.248, 1.480], [1.190, 0.664, 0.307], [1.679, 0.616, 2.008], [-0.072, 0.089, -0.465], [2.271, 1.135, 0.608], [0.316, -0.690, -1.047], [-0.256, 0.510, -0.499], [-0.144, -0.137, 0.304], [-0.162, -0.175, -0.464], [0.123, 0.008, -0.822], [-7.024, -1.484, -0.144], [-0.244, -0.053, 0.643], [-1.302, 2.711, -2.489], [0.424, 0.236, 1.048], [0.096, -0.121, 0.043], [-0.028, 0.179, 0.231], [0.057, -0.241, -0.014], [0.014, -0.042, 0.110], [-0.150, -0.358, -0.252], [0.064, -0.463, -0.051], [0.067, 0.052, 0.107], [0.052, -0.177, -0.140], [0.088, 0.301, -0.066], [-0.026, 0.395, -0.079], [0.612, 0.305, -0.084], [0.120, -0.491, -0.227], [-0.336, -0.081, -0.442], [-0.051, 0.312, 0.044], [-0.181, 0.260, 0.089], [-0.230, -0.064, 0.366], [-0.113, -0.167, 0.392], [-0.077, -0.058, 0.125], [0.046, -0.013, -0.108], [0.263, -0.413, 0.006], [0.160, -0.068, -0.345], [-0.167, -1.221, 0.511], [0.098, -0.112, 0.027], [-0.304, -0.200, -0.136], [0.308, -0.080, 0.090], [-0.112, -0.074, 0.011], [0.406, 0.142, -0.109], [0.345, -0.113, 0.130], [-0.105, -0.250, 0.002], [0.068, 0.008, 0.103], [-0.293, 0.510, -0.027], [-0.337, 0.221, -0.171], [-0.336, 2.220, -0.871], [0.439, -2.280, 0.268]]
}